Record 1
DFT (ωB97M-V with the def2-TZVPD basis set) results for a 2-piece molecular cluster, C2H2NO2P overall in a non-equilibrium geometry.

Cartesian coordinates (Å):
O (2.766, -1.640, -2.024)
N (1.832, -0.932, -1.742)
P (0.697, 0.030, -1.600)
C (-0.923, -0.590, 0.859)
C (-1.036, 0.509, 1.307)
O (-1.000, 1.734, 1.787)
H (-0.847, -1.422, 0.287)
H (-1.488, 2.312, 1.128)

As for the spin multiplicity: 1. As for the energy relative to the best compared isomer or geometry (same formula, charge and spin): 117.51 kcal/mol. As for the SMILES: [O-][N+]#P.C#CO. Its HOMO-LUMO gap (alpha / beta) is 9.2 / 9.2 eV. The value obtained for the HOMO energy (alpha / beta) is -0.337 / -0.337 hartree.

---

Record 2
DFT (ωB97M-V with the def2-TZVPD basis set) results for C2H2NO2P as an isolated structure in a non-equilibrium geometry.

Cartesian coordinates (Å):
C (0.185, 0.936, 0.085)
C (0.443, -0.350, -0.010)
N (-2.025, 0.446, 0.074)
O (-1.055, 1.426, -0.011)
O (1.650, -1.016, 0.057)
P (-1.797, -1.088, 0.088)
H (1.131, 1.450, 0.219)
H (1.469, -1.803, -0.501)

As for the spin multiplicity: 1. As for the energy relative to the best compared isomer or geometry (same formula, charge and spin): 108.18 kcal/mol. Its HOMO-LUMO gap is 8.8 eV. The value obtained for the HOMO energy is -0.329 hartree.

---

Record 3
DFT (ωB97M-V with the def2-TZVPD basis set) results for an isolated ion of composition C2H2NO3 and charge -1 in a non-equilibrium geometry.

Cartesian coordinates (Å):
O (0.340, -2.409, 0.126)
C (0.884, -1.310, -0.011)
N (0.482, -0.155, -0.554)
C (-0.422, 1.113, 0.094)
O (0.199, 1.865, 0.802)
O (-1.537, 1.027, -0.395)
H (1.798, -1.253, 0.619)
H (0.062, -0.123, -1.472)

As for the spin multiplicity: 1. The total charge is -1. As for the energy relative to the best compared isomer or geometry (same formula, charge and spin): 33.86 kcal/mol. As for the SMILES: O=CNC(=O)[O-]. Its HOMO-LUMO gap is 8.9 eV. The value obtained for the HOMO energy is -0.167 hartree.

---

Record 4
DFT (ωB97M-V with the def2-TZVPD basis set) results for a 2-piece molecular cluster, C2H2NO4S overall in a non-equilibrium geometry.

Cartesian coordinates (Å):
C (2.094, 0.620, 0.214)
C (0.971, -0.257, -0.117)
N (-2.355, -0.217, 0.016)
O (2.714, 1.571, 0.452)
O (2.480, -0.606, -0.119)
O (-1.771, -0.920, 0.859)
O (-3.567, -0.253, -0.044)
S (-1.438, 0.842, -0.945)
H (0.491, -0.691, 0.754)
H (0.382, -0.089, -1.070)

As for the spin multiplicity: 1. The total charge is -1. As for the energy relative to the best compared isomer or geometry (same formula, charge and spin): 78.55 kcal/mol. Its HOMO-LUMO gap is 7.9 eV. The value obtained for the HOMO energy is -0.154 hartree.

---

Record 5
DFT (ωB97M-V with the def2-TZVPD basis set) results for a 2-piece molecular cluster, C2H2NOS overall in a non-equilibrium geometry.

Cartesian coordinates (Å):
C (0.128, 1.578, 0.155)
C (0.056, -1.260, -0.094)
N (0.957, 1.921, 0.837)
O (0.510, -2.295, 0.308)
S (-1.380, -1.068, -0.903)
H (0.605, -0.357, 0.114)
H (-0.876, 1.482, -0.418)

As for the spin multiplicity: 1. The total charge is -1. As for the energy relative to the best compared isomer or geometry (same formula, charge and spin): 6.88 kcal/mol. Its HOMO-LUMO gap is 7.4 eV. The value obtained for the HOMO energy is -0.132 hartree.

---

Record 6
DFT (ωB97M-V with the def2-TZVPD basis set) results for an isolated ion of composition C2H2NOS2 and charge -1 in a non-equilibrium geometry.

Cartesian coordinates (Å):
N (1.294, 0.218, -0.002)
C (0.272, -0.635, -0.002)
S (0.351, -2.250, 0.073)
C (-1.298, 0.205, -0.040)
O (-2.182, -0.611, -0.149)
S (-1.757, 1.962, 0.063)
H (1.069, 1.200, -0.013)
H (2.251, -0.089, 0.070)

As for the spin multiplicity: 1. The total charge is -1. As for the energy relative to the best compared isomer or geometry (same formula, charge and spin): 12.06 kcal/mol. As for the SMILES: NC(=S)C([O-])=S. Its HOMO-LUMO gap is 7.2 eV. The value obtained for the HOMO energy is -0.134 hartree.

---

Record 7
DFT (ωB97M-V with the def2-TZVPD basis set) results for a 2-piece molecular cluster, C2H2O overall in a non-equilibrium geometry.

Cartesian coordinates (Å):
C (0.026, -0.851, 0.163)
C (0.083, 0.450, 0.045)
O (-1.163, 0.234, 0.005)
H (0.071, -1.611, -0.593)
H (0.983, 1.778, 0.380)

As for the spin multiplicity: 1. As for the energy relative to the best compared isomer or geometry (same formula, charge and spin): 130.99 kcal/mol. Its HOMO-LUMO gap is 8.5 eV. The value obtained for the HOMO energy is -0.321 hartree.

---

Record 8
DFT (ωB97M-V with the def2-TZVPD basis set) results for C2H2O10S3 as an isolated structure in a non-equilibrium geometry.

Cartesian coordinates (Å):
C (-1.033, -0.033, 1.035)
C (0.070, 0.398, 0.088)
O (-0.832, -2.350, -0.129)
O (-1.892, 1.446, -1.443)
O (-1.662, 2.581, 0.868)
O (-3.794, 2.060, 0.088)
O (-2.595, -2.119, 1.538)
O (-2.791, -0.995, -0.594)
O (0.331, 1.810, -2.281)
O (-0.515, -0.382, -2.419)
O (-0.868, 0.217, 2.232)
O (1.048, -0.522, -0.147)
S (-2.467, 1.476, 0.320)
S (-1.895, -1.475, 0.436)
S (-0.523, 0.838, -1.635)
H (0.317, 1.414, 0.512)
H (0.488, -1.242, -0.469)

As for the spin multiplicity: 1. The total charge is -2. As for the energy relative to the best compared isomer or geometry (same formula, charge and spin): 0.00 kcal/mol. Its HOMO-LUMO gap is 8.4 eV. The value obtained for the HOMO energy is -0.095 hartree.

---

Record 9
DFT (ωB97M-V with the def2-TZVPD basis set) results for a 2-piece molecular cluster, C2H2O2 overall in a non-equilibrium geometry.

Cartesian coordinates (Å):
C (0.957, -0.353, -0.187)
C (-1.003, 0.455, -0.252)
O (1.966, 0.245, -0.014)
O (-1.857, -0.307, -0.038)
H (0.678, -1.332, -0.442)
H (-1.118, 1.539, -0.632)

As for the spin multiplicity: 1. As for the energy relative to the best compared isomer or geometry (same formula, charge and spin): 40.95 kcal/mol. Its HOMO-LUMO gap is 8.7 eV. The value obtained for the HOMO energy is -0.311 hartree.

---

Record 10
DFT (ωB97M-V with the def2-TZVPD basis set) results for one molecule with the formula C2H2O2.

Cartesian coordinates (Å):
O (-1.226, -0.643, 1.119)
C (-0.172, -0.742, 0.590)
C (-0.154, 0.951, -0.989)
O (0.496, 0.338, -0.011)
H (0.460, -1.637, 0.529)
H (0.564, 1.769, -1.238)

As for the spin multiplicity: 1. As for the energy relative to the best compared isomer or geometry (same formula, charge and spin): 54.12 kcal/mol. Its HOMO-LUMO gap is 9.5 eV. The value obtained for the HOMO energy is -0.346 hartree.

---

Record 11
DFT (ωB97M-V with the def2-TZVPD basis set) results for one molecule with the formula C2H2O2 in a non-equilibrium geometry.

Cartesian coordinates (Å):
O (-2.842, -0.595, 0.057)
C (-1.755, 0.069, -0.170)
C (-0.316, 0.109, -0.090)
O (-1.246, 1.246, 0.004)
H (0.130, -0.189, 0.853)
H (0.332, 0.151, -0.951)

As for the spin multiplicity: 1. As for the energy relative to the best compared isomer or geometry (same formula, charge and spin): 21.41 kcal/mol. As for the SMILES: O=C1CO1. Its HOMO-LUMO gap is 11.2 eV. The value obtained for the HOMO energy is -0.390 hartree.

---

Record 12
DFT (ωB97M-V with the def2-TZVPD basis set) results for one molecule with the formula C2H2O2P2 in a non-equilibrium geometry.

Cartesian coordinates (Å):
C (-1.670, 1.055, 0.118)
C (-0.311, 1.226, 0.079)
O (-2.556, 0.552, 0.665)
O (0.428, 1.960, -0.600)
P (0.341, -0.541, -0.563)
P (1.512, -2.069, 0.202)
H (1.350, 0.204, -1.267)
H (0.904, -2.388, 1.365)

As for the spin multiplicity: 1. As for the energy relative to the best compared isomer or geometry (same formula, charge and spin): 95.17 kcal/mol. Its HOMO-LUMO gap (alpha / beta) is 7.0 / 6.4 eV. The value obtained for the HOMO energy (alpha / beta) is -0.319 / -0.297 hartree.

---

Record 13
DFT (ωB97M-V with the def2-TZVPD basis set) results for C2H2O2Pr as an isolated structure in a non-equilibrium geometry.

Cartesian coordinates (Å):
O (0.295, -0.756, -0.382)
C (-0.844, -1.336, -0.227)
C (-2.024, -0.550, -0.053)
O (-1.942, 0.632, 0.375)
Pr (1.406, 0.893, 0.916)
H (-0.841, -2.358, 0.177)
H (-2.969, -1.110, 0.067)

As for the spin multiplicity: 4. The total charge is +2. As for the energy relative to the best compared isomer or geometry (same formula, charge and spin): 0.00 kcal/mol. Its HOMO-LUMO gap (alpha / beta) is 6.6 / 8.9 eV. The value obtained for the HOMO energy (alpha / beta) is -0.641 / -0.725 hartree.

---

Record 14
DFT (ωB97M-V with the def2-TZVPD basis set) results for C2H2O2Rh as an isolated structure in a non-equilibrium geometry.

Cartesian coordinates (Å):
H (-1.238, -0.139, -0.940)
O (0.980, -1.008, 0.208)
C (-0.333, -0.620, 0.166)
C (-0.648, 0.745, -0.098)
O (0.368, 1.552, -0.365)
H (-1.036, -1.123, 0.852)
Rh (1.906, 0.593, 0.178)

As for the spin multiplicity: 5. The total charge is +1. As for the energy relative to the best compared isomer or geometry (same formula, charge and spin): 67.14 kcal/mol. Its HOMO-LUMO gap (alpha / beta) is 9.0 / 8.2 eV. The value obtained for the HOMO energy (alpha / beta) is -0.539 / -0.587 hartree.

---

Record 15
DFT (ωB97M-V with the def2-TZVPD basis set) results for one molecule with the formula C2H2O2S2 in a non-equilibrium geometry.

Cartesian coordinates (Å):
O (-0.526, 2.058, 0.114)
C (-0.640, 0.787, 0.209)
S (-2.162, 0.119, -0.117)
C (0.487, -0.174, 0.192)
O (0.188, -1.370, 0.168)
S (1.970, 0.510, -0.097)
H (-2.124, -1.227, -0.146)
H (2.806, -0.703, -0.323)

As for the spin multiplicity: 1. As for the energy relative to the best compared isomer or geometry (same formula, charge and spin): 26.83 kcal/mol. As for the SMILES: O=C(S)C(=O)S. Its HOMO-LUMO gap is 9.2 eV. The value obtained for the HOMO energy is -0.378 hartree.

---

Record 16
DFT (ωB97M-V with the def2-TZVPD basis set) results for one molecule with the formula C2H2O2S2 in a non-equilibrium geometry.

Cartesian coordinates (Å):
C (-1.854, -0.637, -0.811)
C (-0.851, -1.018, -0.279)
O (2.518, 0.699, -0.066)
O (0.180, 1.279, -0.403)
S (0.553, -1.376, 0.641)
S (1.176, 0.640, 0.400)
H (-2.776, -0.427, -1.316)
H (1.054, 0.841, 1.834)

As for the spin multiplicity: 3. As for the energy relative to the best compared isomer or geometry (same formula, charge and spin): 99.65 kcal/mol. Its HOMO-LUMO gap (alpha / beta) is 6.6 / 6.7 eV. The value obtained for the HOMO energy (alpha / beta) is -0.219 / -0.391 hartree.

---

Record 17
DFT (ωB97M-V with the def2-TZVPD basis set) results for C2H2O2Tl as an isolated structure in a non-equilibrium geometry.

Cartesian coordinates (Å):
O (-1.137, 0.853, 0.286)
C (0.192, 0.412, 0.456)
C (0.997, 0.372, -0.651)
O (2.119, -0.080, -0.922)
H (-1.184, 1.786, 0.048)
Tl (-1.545, -0.997, -0.941)
H (1.020, 1.324, 0.739)

As for the spin multiplicity: 2. As for the energy relative to the best compared isomer or geometry (same formula, charge and spin): 54.35 kcal/mol. Its HOMO-LUMO gap (alpha / beta) is 5.9 / 8.0 eV. The value obtained for the HOMO energy (alpha / beta) is -0.232 / -0.316 hartree.

---

Record 18
DFT (ωB97M-V with the def2-TZVPD basis set) results for a 2-piece molecular cluster, C2H2O3 overall in a non-equilibrium geometry.

Cartesian coordinates (Å):
C (-1.289, 1.351, -2.508)
C (0.547, -0.580, 0.831)
O (-0.532, 0.611, -2.106)
O (-0.718, -0.103, 0.764)
O (0.127, 0.310, 1.780)
H (0.735, -1.590, 1.194)
H (1.130, 0.000, 0.045)

As for the spin multiplicity: 1. As for the energy relative to the best compared isomer or geometry (same formula, charge and spin): 100.80 kcal/mol. Its HOMO-LUMO gap is 11.3 eV. The value obtained for the HOMO energy is -0.377 hartree.

---

Record 19
DFT (ωB97M-V with the def2-TZVPD basis set) results for a 2-piece molecular cluster, C2H2O3 overall in a non-equilibrium geometry.

Cartesian coordinates (Å):
C (-2.454, -0.852, 1.266)
C (0.694, 0.367, -0.462)
O (-2.741, 0.223, 1.102)
O (0.806, 1.160, -1.349)
O (1.591, -0.581, -0.157)
H (-0.166, 0.340, 0.454)
H (2.269, -0.656, -0.855)

As for the spin multiplicity: 1. As for the energy relative to the best compared isomer or geometry (same formula, charge and spin): 9.49 kcal/mol. Its HOMO-LUMO gap is 11.8 eV. The value obtained for the HOMO energy is -0.406 hartree.

---

Record 20
DFT (ωB97M-V with the def2-TZVPD basis set) results for C2H2O3Rb as an isolated structure in a non-equilibrium geometry.

Cartesian coordinates (Å):
O (0.503, -1.675, 0.055)
C (-0.753, -1.691, 0.297)
Rb (2.041, 0.901, 0.110)
H (-1.103, -2.157, 1.241)
O (-1.000, 0.842, -0.372)
C (-1.642, -0.137, 0.029)
O (-2.672, -0.681, -0.561)
H (-2.185, -1.903, -0.435)

As for the spin multiplicity: 2. As for the energy relative to the best compared isomer or geometry (same formula, charge and spin): 38.29 kcal/mol. Its HOMO-LUMO gap (alpha / beta) is 5.5 / 6.2 eV. The value obtained for the HOMO energy (alpha / beta) is -0.237 / -0.262 hartree.